# 1
Molecular formula: H33O16
Method: DFT, the ωB97M-V functional and the def2-TZVPD basis

Calculated values
strongest force on any atom	1.7	eV/A
orbital gap	10.48	eV
energy above the lowest of the compared OMol25 structures with the same formula, charge and spin	3.006	eV
energy	-1223.365283	Ha
total charge	+1

XYZ file:
```
49
Properties=species:S:1:pos:R:3:forces:R:3:lowdin_charge:R:1
O 1.7620 -0.3941 3.4578 -0.10 -0.27 -0.29 -0.05
O -4.3446 0.8007 2.3257 0.23 0.14 -0.17 -0.06
O 2.6139 0.9619 0.4866 -0.31 -1.04 0.67 -0.04
O 3.3101 -1.9936 1.9567 0.30 -0.03 -0.29 -0.04
O -2.1092 4.4169 0.8691 0.53 -0.35 -0.11 -0.04
O 0.5990 0.3421 -1.1248 -0.53 -1.54 0.20 0.11
O 3.5587 1.7996 -2.0958 0.18 0.62 -0.85 -0.05
O -0.5768 2.8982 -4.7326 -0.34 -0.23 -0.54 -0.05
O -2.5897 -5.0453 -1.8048 -0.40 0.71 1.07 -0.05
O -0.4672 -1.3993 0.3339 -1.40 -0.42 0.54 -0.02
O -2.1533 -1.2278 -2.2647 0.05 0.21 0.09 -0.05
O 1.0561 -4.3379 -0.4421 0.58 0.09 -1.23 -0.05
O 1.1467 2.2378 2.9604 -0.24 0.12 -0.08 -0.04
O -1.5245 1.6276 -2.2888 -0.17 0.31 0.14 -0.05
O 0.7558 -2.8632 2.2243 0.00 -0.43 0.14 -0.09
O -0.5053 2.1330 0.0983 0.23 -1.29 0.69 -0.01
H 0.2926 0.9831 -0.3353 -0.18 1.01 -1.35 0.09
H -1.1679 2.3940 -2.7739 -0.19 -0.26 -0.38 0.06
H -0.0442 0.3636 -1.8685 -0.14 0.94 0.08 0.11
H -2.4814 1.6101 -2.4238 0.24 0.02 -0.12 0.08
H 2.2220 0.8084 1.3638 0.12 0.62 0.31 0.02
H 3.8005 -2.4584 1.2690 0.12 -0.04 0.10 0.08
H -0.5736 -2.3219 0.6175 1.44 -0.22 -0.20 0.07
H 2.5159 -0.7614 3.9290 -0.02 -0.03 0.15 0.06
H 3.0798 -1.1417 1.5655 0.14 -0.02 0.25 0.02
H -0.1206 2.8132 0.6484 -0.23 0.73 -0.13 0.08
H 1.5611 -4.3665 0.3715 -0.75 -0.02 0.43 0.02
H -2.9249 4.9141 0.8261 -0.29 0.04 0.07 0.05
H 1.7125 -2.6580 2.2864 -0.44 -0.04 -0.11 0.00
H 2.5375 0.0662 0.1225 0.20 0.40 -0.42 0.03
H -1.2276 2.3309 -0.5191 0.44 0.56 0.11 0.06
H -4.8664 0.1509 2.8014 -0.11 -0.06 0.08 0.04
H -4.8464 1.6196 2.3792 -0.09 -0.07 0.07 0.03
H 0.2285 2.1785 3.2500 0.07 0.21 0.06 0.06
H 0.3416 -2.1144 2.6603 0.18 0.07 0.20 0.02
H -1.7886 -5.5684 -1.8296 -0.07 -0.17 -0.76 0.03
H 0.1086 -4.3302 -0.3154 0.08 -0.11 0.72 0.01
H 1.5461 2.9551 3.4676 -0.10 -0.01 -0.07 0.07
H -3.0174 -4.9167 -2.6513 0.51 -0.51 -0.33 0.03
H 4.2031 1.4825 -1.4617 -0.35 -0.26 0.24 0.03
H 1.3242 0.2295 4.0400 0.26 0.18 0.07 0.04
H 0.2480 -0.5156 -0.7023 0.44 -0.56 0.21 0.08
H -2.7969 -1.9386 -2.1763 0.08 -0.10 -0.04 0.04
H -2.3257 3.5013 1.0795 -0.33 0.24 0.12 0.02
H -1.3626 -1.1322 0.5808 -0.07 0.93 -0.39 0.09
H 2.7499 1.2889 -2.0664 0.20 -0.25 0.47 0.00
H -1.3438 2.8951 -5.3248 -0.02 0.23 0.31 0.06
H 0.0886 2.5135 -5.3163 0.34 0.08 0.31 0.06
H -2.3418 -0.8002 -3.1054 -0.05 -0.13 -0.05 0.04
```
Forces are in eV/Å.

=====

# 2
Molecular formula: C5H11N
Method: DFT, the ωB97M-V functional and the def2-TZVPD basis

Calculated values
strongest force on any atom	3.3	eV/A
orbital gap	9.91	eV
energy above the lowest of the compared OMol25 structures with the same formula, charge and spin	1.548	eV
energy	-251.805625	Ha
structure (SMILES)	CC1(C)C[C@H]1N
total charge	0

XYZ file:
```
17
Properties=species:S:1:pos:R:3:forces:R:3:lowdin_charge:R:1
N -2.0703 0.1623 -0.3609 -1.05 -1.33 1.24 0.04
C 1.8070 -0.4571 -0.4733 0.11 -0.12 1.49 -0.05
C 0.3992 0.0243 0.0495 0.45 -1.94 -0.80 -0.51
C 0.3166 1.4690 0.2851 0.56 2.81 -0.56 -0.10
C -0.8740 -0.7055 -0.3758 -1.65 2.04 -1.21 -0.32
C -0.3612 -0.9259 0.9424 1.79 -1.57 2.28 -0.10
H 0.1727 1.9825 -0.7691 0.42 -0.60 2.12 0.12
H 1.3325 1.7627 0.7175 -1.31 0.12 -0.60 0.09
H 1.8178 -1.5456 -0.7406 -0.09 0.88 0.40 0.08
H -0.8556 -0.4660 1.7849 -0.29 0.01 -0.06 0.11
H 0.0697 -1.9264 1.2058 -0.25 1.04 -0.37 0.12
H 2.2878 0.0793 -1.3177 -0.80 0.03 0.37 0.07
H 2.4992 -0.2797 0.4316 -0.76 -0.54 -1.38 0.10
H -2.9911 -0.2345 -0.0368 1.82 -0.09 -0.17 0.10
H -0.7344 -1.4492 -1.1346 -0.25 -0.45 -0.30 0.13
H -2.3260 0.6335 -1.1830 0.33 0.59 -1.52 0.04
H -0.4898 1.8762 0.9748 0.96 -0.88 -0.95 0.09
```
Forces are in eV/Å.

=====

# 3
Molecular formula: C29H49Br30N4O5P
Method: DFT, the ωB97M-V functional and the def2-TZVPD basis

Calculated values
strongest force on any atom	12.3	eV/A
orbital gap	7.46	eV
energy above the lowest of the compared OMol25 structures with the same formula, charge and spin	4.691	eV
energy	-79290.967611	Ha
total charge	0

XYZ file:
```
118
Properties=species:S:1:pos:R:3:forces:R:3:lowdin_charge:R:1
Br -3.1901 -3.4271 7.2350 0.04 0.10 -0.04 0.55
Br 0.4959 -2.0158 6.1729 0.17 -0.03 -0.18 0.56
Br 5.4502 5.0941 -2.1827 0.06 0.13 -0.03 0.62
Br -6.8540 0.5195 -2.1601 -10.89 2.50 -5.15 0.86
Br 1.3179 -6.4171 1.3168 -0.09 0.19 0.06 0.61
Br 4.0729 0.2180 8.7210 -0.04 0.09 0.01 0.61
Br 4.4408 8.0203 -1.4166 -0.01 -0.10 -0.08 0.57
Br -3.6289 4.1269 -5.6182 -0.21 -0.01 -0.12 0.60
Br -4.3577 -5.4259 -4.6202 0.08 -0.05 -0.03 0.57
Br -6.1292 2.7313 -4.2091 0.30 0.65 -0.73 0.57
Br 3.0830 6.4407 -3.8363 0.07 -0.01 0.08 0.57
Br -1.2516 -6.8187 -7.4388 -0.01 0.05 -0.06 0.57
Br -2.5410 -5.1570 -2.0280 -0.19 -0.36 -0.04 0.67
Br -0.7135 -5.9709 -10.4692 -0.05 0.01 0.13 0.58
Br 2.8854 -1.1900 4.2223 0.18 0.16 0.20 0.62
Br 1.5004 -3.2615 1.9066 -0.44 -0.92 0.53 0.71
Br -5.4613 -2.1339 -3.2380 -0.60 -5.49 -5.39 0.87
Br 3.8702 3.2543 7.7518 -0.05 -0.12 0.05 0.58
Br -2.7396 -4.2829 -8.6733 0.07 -0.08 0.00 0.56
Br -4.5101 1.1809 -6.4808 -0.03 0.07 0.12 0.58
Br -1.7559 -3.6041 -4.7000 -0.03 -0.02 -0.01 0.62
Br -0.1443 -0.7481 12.0479 -0.05 -0.06 -0.05 0.55
Br -1.0486 -3.4639 10.6409 0.02 -0.02 0.14 0.55
Br 0.9122 1.0391 5.3522 0.03 -0.09 -0.03 0.56
Br -1.3205 -4.6841 1.8786 0.02 -0.05 -0.04 0.59
Br -3.5446 -0.7216 5.5751 0.05 -0.07 0.08 0.57
Br 1.4483 1.9237 9.3432 0.08 -0.04 -0.03 0.56
Br -1.9816 -0.6989 8.3537 -0.24 0.15 0.07 0.51
Br -2.9357 -2.0920 12.8168 0.10 0.00 -0.07 0.57
Br -8.2776 -2.3103 -1.7510 0.07 0.00 -0.01 0.64
P 4.7510 0.0832 0.8450 1.51 1.01 0.20 0.95
O 2.0773 0.7747 -2.9057 -0.68 1.20 0.57 -0.04
O 1.9474 2.0572 -0.9072 0.63 0.00 -0.33 -0.05
O 4.9605 -0.9184 -2.5133 2.54 -1.99 -2.98 0.19
O 5.1322 -1.1334 1.9784 -1.00 0.25 -0.42 -0.39
O -3.5007 0.7582 -2.8555 0.14 2.20 -3.03 0.11
N 3.9086 -2.2436 -0.1924 -0.93 0.21 -0.93 0.06
N 3.9993 1.0486 -1.6988 -0.47 -0.95 -1.33 0.15
N -2.4902 -0.3853 -1.2005 0.17 -0.12 0.20 -0.13
N 3.8281 1.2385 1.7215 -0.23 -0.86 -0.13 -0.16
C -1.1405 -5.3562 -8.6938 -0.04 0.05 0.00 -1.64
C 0.4633 -4.6974 1.1527 0.06 -0.02 -0.20 -1.60
C -3.3937 -1.5103 7.3287 0.07 0.06 -0.02 -1.61
C 3.3586 1.9716 9.0955 -0.05 0.05 -0.04 -1.62
C 1.3946 -0.2306 0.5413 0.32 0.34 0.15 -0.03
C 0.6598 3.4102 1.6937 -0.41 0.62 -0.65 -0.09
C -0.6612 3.3444 -3.5861 -0.25 -0.47 0.20 -0.10
C -0.0501 1.9966 -3.1452 0.09 1.11 0.42 -0.21
C 2.5077 0.9867 -1.5525 0.56 -1.37 -0.37 -0.44
C 2.7808 3.1950 -0.7629 -0.26 1.77 0.18 -0.22
C 1.7708 -0.6528 5.6996 -0.15 -0.07 -0.03 -1.59
C 1.8966 4.3941 -0.3228 -0.58 -1.00 -0.34 -0.15
C -7.1341 -1.2474 -2.8818 -1.69 -0.04 -0.47 -1.34
C 4.3493 -0.3417 -1.7279 -2.47 2.41 4.55 -0.54
C -0.8002 -2.2795 -1.3898 -0.34 0.34 -0.89 -0.22
C 3.6784 -0.8282 -0.4331 0.72 -0.56 0.76 -0.46
C -4.4120 2.4596 -5.0402 0.13 0.21 -0.05 -1.61
C 4.7055 6.7454 -2.8378 -0.03 -0.03 0.04 -1.62
C -3.6421 0.0614 -1.9311 -0.61 -2.96 2.96 -0.48
C 1.6360 -1.5076 -1.5697 -1.51 0.55 -1.54 -0.11
C -2.2821 -1.8287 -1.3447 0.01 -0.20 0.90 -0.22
C -2.4877 0.0745 0.1897 0.72 0.67 -0.36 -0.05
C -2.5698 -5.1847 -3.9542 -0.01 0.02 -0.01 -1.58
C -1.1206 -2.4001 12.2445 -0.02 -0.02 -0.04 -1.63
C 0.1632 -1.3015 -2.0870 0.58 -0.04 1.37 -0.15
C 1.4398 1.9119 -3.4809 -1.02 -0.44 -1.04 -0.17
C 0.5448 3.9756 0.2587 -0.14 0.52 0.82 -0.24
C -5.0096 -0.4184 -1.4537 6.41 0.77 4.51 -0.43
C 2.2186 -0.3312 -0.7545 0.39 -1.65 1.00 -0.27
H -2.0530 -0.6795 0.8420 -0.23 -0.18 0.12 0.09
H -0.1810 1.9618 -2.0667 0.10 -0.40 0.08 0.08
H 2.2179 -1.6909 -2.4689 0.48 -0.19 0.24 0.12
H -0.7935 -3.1983 -1.9840 0.15 0.02 0.29 0.01
H 5.4251 7.1728 -3.5204 -0.01 0.01 -0.01 -0.03
H 5.8865 -0.7560 2.4400 0.19 -0.17 0.10 0.02
H 4.8843 -2.4881 -0.2411 0.09 0.02 0.12 0.08
H -0.0457 3.3384 -0.3938 0.28 -0.21 -0.13 0.08
H 1.5967 -2.4094 -0.9711 0.56 -0.02 0.18 0.08
H 4.1649 1.2921 -2.6751 0.09 0.86 0.16 0.15
H -4.9214 -0.9995 -0.5402 0.15 -0.48 0.20 0.11
H 2.3958 4.9910 0.4376 0.26 0.15 -0.15 0.11
H -2.8358 -2.2265 -2.1963 0.16 0.31 -0.22 0.04
H 0.3757 -4.4857 0.0951 -0.02 -0.08 -0.01 -0.05
H 0.3361 -0.4256 0.4116 -0.19 0.06 -0.29 0.07
H -0.6130 1.1831 -3.5909 0.08 -0.22 0.03 0.10
H -2.7346 -2.3128 -0.4642 -0.10 -0.24 -0.17 0.10
H 2.4187 -0.5129 6.5533 0.01 0.02 -0.01 -0.10
H -0.4714 -2.5692 -0.3891 0.08 0.38 0.09 0.06
H 0.7266 4.2800 2.3480 0.33 -0.14 0.29 0.07
H 1.4935 0.7062 1.0803 -0.01 0.16 -0.29 0.05
H -1.2293 3.2325 -4.5039 0.31 0.22 -0.29 0.01
H 0.0821 4.1382 -3.6628 0.05 0.02 -0.20 0.06
H 3.4637 -2.6004 0.6419 0.42 0.14 -0.09 -0.03
H 3.6023 3.0653 -0.0651 -0.11 -0.59 0.17 0.09
H -0.2689 2.9112 1.9670 0.11 -0.33 0.09 0.07
H -1.8239 0.9428 0.2545 -0.03 0.06 0.14 0.08
H 3.0991 0.8287 2.2939 -0.17 0.13 0.05 -0.04
H -0.6331 -2.9664 13.0243 0.00 0.02 0.01 -0.03
H 4.4417 1.7589 2.3336 0.10 0.15 -0.08 0.03
H -1.3923 3.6772 -2.8493 -0.02 0.03 0.09 0.07
H 1.9489 2.8607 -3.3039 0.13 -0.05 0.39 0.11
H -0.0404 4.8933 0.3665 -0.10 0.03 -0.18 0.10
H -0.1059 -0.2777 -1.8588 -0.38 0.08 -0.17 0.07
H 3.7931 2.2974 10.0293 0.01 -0.02 0.00 -0.03
H -5.5951 0.4732 -1.2435 4.75 -0.86 3.22 -0.15
H 1.5292 2.7708 1.8204 -0.04 -0.15 0.08 0.04
H 0.0986 -1.4501 -3.1622 0.06 0.16 -0.11 0.10
H -1.9776 -6.0297 -4.2757 -0.02 0.00 -0.03 -0.05
H 1.7032 4.9940 -1.2116 0.07 0.30 0.07 0.08
H 3.2330 3.5066 -1.7021 0.00 -0.42 -0.21 0.03
H 1.7492 -1.0121 1.2101 -0.01 0.30 -0.10 -0.04
H -3.7588 2.0420 -4.2856 -0.13 0.03 -0.12 -0.08
H -4.3200 -1.3131 7.8476 -0.01 -0.02 0.00 -0.03
H -5.4952 -1.0465 -2.1979 1.82 3.32 3.64 -0.32
H -3.4638 0.4107 0.5501 -0.12 -0.33 0.06 0.09
H -7.6408 -1.1294 -3.8283 0.03 0.10 -0.06 0.00
H 1.4870 1.7579 -4.5621 0.30 -0.07 -0.03 0.13
H -0.3271 -4.7225 -8.3715 0.00 -0.01 0.02 -0.03
```
Forces are in eV/Å.

=====

# 4
Molecular formula: C4H14N2O2
Method: DFT, the ωB97M-V functional and the def2-TZVPD basis

Calculated values
strongest force on any atom	1.3	eV/A
orbital gap	9.45	eV
energy above the lowest of the compared OMol25 structures with the same formula, charge and spin	1.165	eV
energy	-420.762304	Ha
structure (SMILES)	C[C@@H](N)CNCO.O
total charge	0

XYZ file:
```
22
Properties=species:S:1:pos:R:3:forces:R:3:lowdin_charge:R:1
O -1.2393 0.4089 -3.1765 -0.39 0.78 -0.10 -0.05
O -2.1977 0.4762 0.7856 -0.12 0.00 0.05 -0.04
N 1.0875 1.4618 -0.0403 -0.27 0.23 -0.23 0.03
N -0.6009 -1.2489 0.9491 0.49 0.20 -0.94 -0.05
C -1.7928 -0.7848 0.2969 0.30 -1.17 0.02 -0.32
C 2.9274 0.0446 0.7856 -0.19 -0.87 -0.30 -0.08
C 0.6930 -0.9267 0.3196 -0.70 -0.24 1.05 -0.19
C 1.4257 0.3318 0.8333 0.51 0.14 -0.95 -0.43
H -0.5805 -1.0355 1.9327 -0.29 -0.02 0.18 0.11
H -2.5595 0.9881 0.0641 -0.15 0.21 -0.24 0.08
H -1.6604 -0.8095 -0.7904 0.38 0.44 0.10 0.10
H 1.1301 0.5708 1.8543 -0.06 -0.18 0.17 0.13
H -2.5319 -1.5857 0.4224 -0.55 0.52 0.60 0.11
H 1.8666 1.9764 -0.4322 0.02 -0.18 0.32 0.07
H 3.2079 -0.4185 -0.1689 -0.18 0.39 -0.20 0.08
H 3.1410 -0.7748 1.4766 0.21 0.39 0.37 0.08
H 1.2976 -1.8268 0.4504 0.32 0.14 -0.09 0.11
H -1.5475 -0.2996 -3.7386 0.15 -0.38 0.03 0.03
H 0.4271 2.1087 0.3657 0.03 -0.06 0.01 0.07
H -0.6156 0.0724 -2.5375 0.29 -0.31 0.09 0.00
H 3.5637 0.9102 0.9361 0.00 0.08 0.30 0.07
H 0.5005 -0.7696 -0.7338 0.20 -0.11 -0.26 0.09
```
Forces are in eV/Å.

=====

Question: Number 4 is which compound?
Answer: C4H14N2O2